Density functional theory data (ωB97M-V/def2-TZVPD) for 2 unconnected molecules or ions with the total composition C6H10S at a distorted geometry.

Each line ends with the natural charge from an NBO analysis.
Geometry (Å):
1 S 2.493187 -0.581655 -0.261528  0.10
2 C 1.200632 0.113619 0.632051  -0.42
3 C 0.028963 -0.849420 0.716142  -0.27
4 C -0.669800 -0.352837 -0.522873  -0.25
5 C -1.172902 -1.694910 -0.002823  -0.34
6 C 0.581638 1.537073 0.012362  -0.41
7 C -0.701675 1.148044 -0.490649  -0.44
8 H 1.042008 2.340691 -0.667320  0.25
9 H -2.048992 -1.781962 0.672388  0.23
10 H 1.409164 -2.236877 -1.256344  0.04
11 H -1.403249 1.617746 0.257812  0.20
12 H -1.423840 -2.479850 -0.745913  0.24
13 H 1.699245 0.326095 1.655558  0.25
14 H -0.428990 -0.232497 1.604660  0.19
15 H 0.197777 -0.468117 -1.307202  0.21
16 H -0.996753 1.525134 -1.395665  0.22
17 H 0.193594 2.069722 1.099351  0.19

Force components x, y, z for each atom (eV/Å):
0.70 -3.23 -2.82
2.30 1.04 0.69
-2.69 2.91 1.89
1.15 -0.86 -1.01
-0.52 1.78 -0.36
1.34 1.67 4.77
-4.92 -0.80 1.91
0.46 -1.71 1.37
0.87 0.80 0.03
1.70 2.54 1.48
-0.32 -1.09 -1.07
1.91 -0.08 0.37
-1.08 -0.32 -1.42
-0.49 -2.11 -1.20
-2.15 -0.81 0.70
-0.40 1.03 -2.49
2.16 -0.75 -2.85

- multiplicity = 1
- frontier orbital gap (eV) = 7.194

Density functional theory data (ωB97M-V/def2-TZVPD) for a molecular structure, C6H11AuClNO2S2.

Each line ends with the natural charge from an NBO analysis.
Geometry (Å):
1 Au -0.343055 -0.758219 0.298046  0.36
2 Cl -2.962832 0.472342 1.168134  0.54
3 S 0.207041 -1.102757 -1.976717  0.29
4 S 2.430283 0.627103 -3.089690  -0.04
5 O -2.008377 0.317042 -2.251082  -0.70
6 O 2.641173 -1.533279 -1.581383  -0.49
7 N -3.791990 1.561497 2.099538  -0.96
8 C -0.661077 0.421000 -2.573592  -0.16
9 C 1.913441 -0.631736 -2.212346  0.03
10 C 4.073491 -1.404537 -1.642167  -0.26
11 C -1.484187 -0.461335 3.351975  -0.46
12 C -0.898745 0.878415 2.995378  -0.47
13 C -1.345345 -0.057118 1.924508  -0.42
14 H -0.152390 1.279227 -2.139120  0.21
15 H 4.453927 -2.247127 -1.075280  0.21
16 H -3.414983 2.455332 1.775231  0.31
17 H 0.160810 1.060781 3.105207  0.22
18 H -2.147592 0.547638 -1.329060  0.49
19 H 4.378257 -0.460193 -1.195469  0.20
20 H -2.481966 -0.432908 3.774939  0.24
21 H 4.404057 -1.443911 -2.677969  0.20
22 H -1.555664 1.721509 3.190159  0.24
23 H -0.845901 -1.254259 3.716939  0.22
24 H -0.568376 0.445490 -3.656179  0.21

Force components x, y, z for each atom (eV/Å):
-0.01 -0.01 0.03
-0.08 0.10 0.13
0.16 0.02 0.01
-0.01 0.00 0.02
0.23 -0.05 -0.50
0.11 0.03 0.02
0.01 -0.07 0.05
-0.38 0.08 -0.19
-0.02 -0.11 0.05
-0.04 -0.02 0.00
0.02 -0.05 -0.01
-0.03 0.01 -0.01
0.02 0.01 -0.07
0.02 -0.02 0.05
0.00 0.00 0.00
-0.01 0.02 -0.01
0.00 0.01 0.00
-0.05 0.08 0.40
0.00 0.00 -0.01
-0.01 0.01 0.00
0.01 0.00 0.00
0.01 0.00 0.02
0.00 0.00 0.00
0.03 -0.04 0.02

- multiplicity = 1
- frontier orbital gap (eV) = 7.615

Density functional theory data (ωB97M-V/def2-TZVPD) for 2 unconnected molecules or ions with the total composition C6H11Br at a distorted geometry.

Each line ends with the Löwdin spin population.
Geometry (Å):
1 Br 0.927591 2.061342 -1.672450  0.14
2 C 1.214358 -1.209058 -1.343748  0.02
3 C -0.697606 2.086998 1.675802  0.81
4 C 0.244039 -1.283229 0.922683  0.02
5 C -1.019490 -0.077867 -0.924597  0.09
6 C 0.056142 0.905658 -0.472214  0.65
7 C 0.289701 -0.530852 -0.379315  0.08
8 H 0.074823 2.495775 2.173279  0.06
9 H 2.134148 -1.417101 -0.850272  0.00
10 H 1.296214 -0.701980 -2.257085  0.00
11 H -0.537021 -0.735283 1.489786  0.00
12 H 0.740941 -2.113598 -1.733334  0.01
13 H -1.232373 0.012670 -1.996718  0.00
14 H -1.356437 1.353915 2.243876  0.04
15 H -1.262980 2.757590 1.082715  0.05
16 H 1.179184 -1.264004 1.384743  0.00
17 H -1.909168 -0.149076 -0.147338  0.02
18 H -0.142063 -2.191900 0.804185  0.00

Force components x, y, z for each atom (eV/Å):
-0.06 0.04 0.28
-1.10 -0.79 -0.02
-4.16 -1.61 1.35
-1.40 4.88 0.31
-2.01 2.04 1.69
-0.29 -1.08 -1.55
0.99 -1.35 -0.70
2.85 1.03 1.55
0.96 -0.23 -0.08
0.78 1.35 -1.06
0.79 -0.34 0.47
0.08 -0.54 0.71
-0.14 -0.53 0.51
1.17 0.80 -0.85
-0.30 0.39 -0.91
1.38 -0.08 1.01
1.61 0.05 -1.97
-1.15 -4.03 -0.73

- multiplicity = 3
- frontier orbital gap (spin up / spin down) (eV) = 7.978 / 8.189
- expectation value of S² = 2.01

Energy above the lowest of the compared OMol25 structures with the same formula, charge and spin, record by record: 927.55, 310.14, 0.00 kJ/mol